{
  "formula": "C22H29NO3S",
  "method": "ωB97M-V/def2-TZVPD",
  "symbols": ["C", "C", "N", "C", "C", "O", "C", "H", "C", "H", "C", "H", "H", "H", "C", "C", "C", "H", "H", "H", "O", "H", "H", "H", "H", "H", "H", "H", "H", "C", "H", "H", "S", "C", "O", "H", "H", "C", "H", "H", "C", "C", "C", "C", "H", "H", "C", "H", "C", "C", "C", "H", "H", "H", "C", "H"],
  "xyz": [[0.157, -0.479, -1.709], [6.874, 0.974, 0.400], [1.573, -1.744, -0.609], [5.375, -0.698, 1.428], [-0.436, -1.294, 0.514], [0.242, 1.999, -0.513], [-7.253, -1.699, -0.045], [-3.975, -1.655, 0.569], [-4.882, -1.470, 0.375], [1.387, 5.265, -0.365], [1.124, -1.780, 0.691], [-8.184, -0.191, -0.647], [0.112, 0.694, -2.167], [0.159, 3.671, 0.994], [-6.442, 0.617, -0.045], [-2.780, 0.682, 0.602], [4.141, -1.637, -0.080], [-2.899, -0.047, 1.582], [-7.825, -2.585, -0.443], [1.900, 3.235, 0.608], [-4.145, 1.040, 0.744], [-0.987, -2.197, 0.160], [6.554, 1.647, -0.235], [-5.517, -3.345, 0.171], [2.168, -0.056, -0.837], [1.990, -0.922, -2.235], [-0.086, 4.717, -1.089], [-0.400, -1.115, -2.246], [7.733, 0.718, -0.655], [1.483, -0.616, -1.494], [2.889, -3.549, 0.003], [-2.498, -0.544, -1.001], [4.990, -0.567, -0.945], [-7.261, -0.486, -0.236], [0.268, 1.055, 1.800], [5.860, -0.318, 2.462], [1.566, 3.975, -1.590], [0.013, 1.053, 0.516], [3.207, -2.694, -1.712], [7.438, 1.198, 1.188], [0.911, 3.361, 0.203], [2.908, -2.625, -0.542], [5.747, 0.000, 0.540], [0.907, 4.415, -0.803], [1.127, -2.701, 1.124], [1.672, -0.925, 1.279], [-1.995, 0.479, -0.452], [-6.458, 1.644, -0.324], [-5.960, -2.263, 0.120], [-0.575, -0.038, -0.368], [-5.077, 0.083, 0.251], [3.840, -2.234, 2.190], [-0.771, -1.268, 1.598], [-1.910, 1.169, -1.295], [4.353, -1.580, 1.411], [-2.353, 1.631, 1.159]],
  "gap_ev": 8.19,
  "multiplicity": 1,
  "e_tot_ha": -1533.73716,
  "homo_energy_ha": -0.283,
  "lumo_ev": 0.5
}

{
  "formula": "C6H12O",
  "method": "ωB97M-V/def2-TZVPD",
  "symbols": ["H", "C", "O", "H", "C", "H", "C", "H", "C", "C", "H", "H", "H", "H", "H", "C", "H", "H", "H"],
  "xyz": [[0.879, 2.655, -1.677], [-1.061, -0.318, 2.330], [-0.390, 0.609, 0.272], [-0.774, 2.613, -1.024], [-0.339, -1.796, 0.280], [1.402, -1.032, -1.509], [0.248, 0.747, -0.873], [-0.414, 1.883, -2.592], [-0.026, 2.038, -1.577], [1.499, -0.024, -1.079], [1.963, -0.167, -0.083], [-0.456, 0.268, 3.035], [-0.896, -2.557, 0.838], [0.656, -2.212, 0.062], [-0.818, -1.647, -0.709], [-0.392, -0.496, 1.000], [2.185, 0.541, -1.721], [-1.234, -1.296, 2.791], [-2.032, 0.192, 2.237]],
  "gap_ev": [7.62, 7.54],
  "multiplicity": 1,
  "e_tot_ha": -310.94049,
  "homo_energy_ha": [-0.242, -0.240],
  "lumo_ev": [1.0, 1.0]
}

{
  "formula": "C3H4O2",
  "method": "ωB97M-V/def2-TZVPD",
  "symbols": ["C", "O", "O", "H", "H", "H", "C", "C", "H"],
  "xyz": [[0.068, 0.763, -1.256], [0.773, -1.311, 1.095], [1.181, 0.406, -0.545], [-0.124, 1.585, -1.895], [0.309, 0.627, 1.328], [-1.899, 0.285, 0.104], [0.328, -0.144, 0.576], [-0.916, -0.065, -0.169], [0.280, -2.146, 0.762]],
  "gap_ev": [8.51, 8.51],
  "multiplicity": 1,
  "e_tot_ha": -267.02849,
  "smiles": "O[C@@H]1C=CO1",
  "homo_energy_ha": [-0.308, -0.308],
  "lumo_ev": [0.1, 0.1]
}

{
  "formula": "C51H56ClGe3N6Y",
  "method": "ωB97M-V/def2-TZVPD",
  "symbols": ["H", "N", "H", "N", "H", "C", "C", "H", "H", "C", "C", "H", "H", "H", "H", "H", "H", "H", "H", "H", "C", "C", "H", "H", "H", "H", "H", "C", "H", "H", "N", "C", "H", "H", "C", "H", "H", "C", "C", "H", "N", "H", "H", "H", "C", "C", "C", "C", "C", "H", "H", "H", "C", "H", "H", "C", "N", "C", "H", "H", "Ge", "C", "C", "C", "H", "C", "H", "C", "Ge", "C", "H", "C", "H", "C", "C", "H", "H", "C", "H", "C", "H", "C", "H", "H", "C", "Cl", "H", "C", "H", "C", "C", "H", "C", "N", "C", "C", "Ge", "C", "H", "C", "C", "C", "C", "H", "C", "C", "H", "C", "H", "C", "C", "H", "C", "H", "C", "C", "H", "Y"],
  "xyz": [[-4.946, 5.873, -2.404], [-0.518, -5.125, 0.473], [3.205, 0.953, -2.377], [-1.556, -4.840, 1.284], [-4.287, 6.320, -4.745], [2.193, 1.207, -2.694], [-2.755, -0.704, 3.203], [-0.217, -3.865, -5.471], [-1.221, 3.347, -4.439], [3.279, -1.728, -2.057], [-3.675, 1.303, 0.520], [6.013, -1.783, -4.084], [1.221, 2.572, -4.087], [0.695, -3.111, 6.429], [-4.365, 0.455, 0.565], [-5.977, 1.242, -1.579], [2.594, -4.912, 3.477], [-2.853, 1.085, 1.203], [-0.282, 2.635, 5.638], [4.596, -3.658, -0.857], [-0.341, 2.661, -1.769], [-4.364, 2.596, 0.950], [1.794, 0.315, -3.177], [-2.416, 5.055, -5.756], [4.175, 0.308, 1.373], [0.633, -2.085, -1.675], [2.595, 3.293, -3.255], [-0.966, 3.855, 2.568], [-6.205, 1.018, -3.307], [0.104, 3.538, -2.253], [-1.956, -1.452, 2.444], [1.905, 4.254, -0.103], [5.179, -5.791, 0.183], [2.680, -0.864, 2.918], [3.040, -4.637, 2.528], [-4.281, -0.385, -2.563], [-0.977, -3.077, -3.232], [1.803, -3.286, -5.143], [-3.458, 4.358, -2.115], [-3.750, 4.182, -1.088], [1.814, -0.337, 2.952], [-0.385, -6.061, 0.124], [-3.656, 3.425, 0.992], [-1.242, 4.774, 2.065], [3.931, -5.497, 1.902], [-1.668, 2.612, -1.880], [-0.715, -0.136, 5.665], [1.036, -0.655, 4.124], [-0.784, 3.841, 3.942], [-3.697, 0.880, -3.633], [1.119, -4.046, -0.359], [5.263, -0.756, 0.481], [-0.412, 1.462, 2.413], [-5.420, 2.475, -2.713], [2.859, 2.123, -4.541], [-3.855, -1.250, 3.849], [-0.291, -3.023, 0.904], [4.362, -0.146, 0.397], [0.868, 4.505, 0.130], [-4.497, -0.623, 4.456], [2.827, -1.266, -0.183], [2.715, -3.427, 1.927], [-0.433, 2.655, 4.565], [2.339, -2.305, -2.965], [2.542, 4.880, 0.525], [0.968, -2.455, -2.635], [2.089, 4.542, -1.140], [0.496, -3.433, -4.781], [-2.905, 1.237, -1.271], [-2.396, 3.648, -2.671], [4.192, -6.443, 2.359], [-3.364, -3.289, 3.012], [4.553, 0.660, -0.311], [-1.385, -3.564, 1.518], [-5.514, 1.401, -2.555], [-3.589, -4.344, 2.924], [4.411, -2.833, -5.637], [0.231, -4.050, 0.250], [-0.920, 2.756, 0.760], [0.033, 0.223, 4.544], [-4.783, 2.485, 1.951], [4.152, -3.912, 0.098], [2.096, -2.481, 4.506], [5.307, -1.104, -1.839], [-0.258, 1.489, 3.817], [-1.671, -0.684, -1.043], [3.237, 2.535, -0.017], [-2.032, 3.909, -3.991], [-1.491, 0.540, 6.003], [-2.708, 4.865, -4.732], [0.500, -2.186, 5.904], [-1.106, -1.585, 7.195], [2.751, -2.712, -4.259], [-4.162, -2.537, 3.758], [-0.502, -1.330, 6.335], [4.566, -1.549, -2.494], [1.154, 1.571, -1.060], [-4.132, 5.320, -2.855], [2.138, -3.601, -6.124], [-4.159, 0.696, -2.661], [4.101, -2.520, -4.647], [4.484, -5.129, 0.683], [-0.779, 2.688, 1.836], [-0.910, 4.746, 4.523], [2.183, 2.771, 0.144], [-3.760, 5.574, -4.166], [1.952, 2.531, 1.183], [1.275, -1.842, 4.808], [-5.181, 2.875, 0.283], [4.984, -1.940, -3.787], [-2.267, -2.750, 2.353], [-2.506, 0.345, 3.294], [3.258, -3.026, 0.707], [2.030, 0.657, 2.922], [2.217, 2.367, -3.692], [0.068, -2.997, -3.508], [1.974, -2.809, 2.419], [0.118, -0.553, 1.118]],
  "total_charge": 1,
  "gap_ev": [6.16, 6.04],
  "multiplicity": 2,
  "e_tot_ha": -9034.71014,
  "homo_energy_ha": [-0.339, -0.360],
  "lumo_ev": [-3.1, -3.8]
}

{
  "formula": "C18H38GeLiN3O4",
  "method": "ωB97M-V/def2-TZVPD",
  "symbols": ["C", "C", "C", "C", "H", "H", "H", "C", "H", "H", "Ge", "C", "C", "H", "H", "H", "H", "C", "H", "H", "H", "O", "C", "H", "C", "H", "O", "H", "C", "N", "H", "H", "H", "Li", "C", "H", "H", "H", "N", "C", "H", "C", "C", "H", "H", "H", "O", "C", "H", "H", "H", "O", "H", "C", "C", "H", "H", "N", "H", "H", "H", "H", "H", "H", "H"],
  "xyz": [[-2.039, 0.640, -1.895], [3.277, -1.306, -2.215], [2.045, 2.829, -0.150], [4.760, 0.578, -2.605], [-3.231, 3.012, 2.419], [3.216, -2.401, -2.183], [-2.454, 1.103, -5.059], [-2.661, 0.927, 2.388], [-3.148, 2.311, 0.800], [-1.656, 2.702, 1.666], [-0.158, -0.215, 1.541], [-0.483, -2.776, 0.231], [-2.673, 2.324, 1.782], [-1.754, -2.296, -1.448], [-2.662, 1.535, 4.458], [-4.483, 0.278, 1.434], [1.166, 3.454, -0.311], [0.483, -3.611, -0.595], [6.005, -1.623, -3.718], [2.894, 3.472, 0.083], [0.562, 3.206, 2.133], [2.282, -0.607, -2.020], [-0.603, -3.324, 1.647], [-1.049, 1.403, 3.765], [-2.043, 0.946, 3.780], [2.274, 3.227, 2.567], [0.092, -1.446, 0.268], [-1.966, -0.066, 4.181], [1.447, 2.583, 2.269], [4.494, -0.847, -2.489], [5.239, 0.783, -3.562], [-2.514, -2.052, 0.136], [3.213, 0.380, 0.279], [0.731, -0.139, -1.129], [-0.826, 0.496, -3.663], [2.260, 2.292, -1.076], [3.823, 1.122, -2.545], [2.803, 0.218, 1.997], [-0.823, 0.348, -2.293], [-4.063, 0.340, 2.438], [3.875, 1.518, 1.467], [1.793, 1.846, 0.984], [5.612, -1.748, -2.708], [-1.309, -2.728, 2.233], [0.057, 0.315, -4.251], [6.409, -1.541, -1.993], [-1.912, 0.056, 1.507], [2.996, 0.934, 1.193], [5.287, -2.779, -2.582], [-3.792, 1.226, -2.897], [1.266, 1.880, 3.087], [0.664, 1.051, 0.549], [-4.717, 0.963, 3.049], [-1.849, -2.698, -0.438], [-2.059, 0.886, -4.083], [-0.978, -4.347, 1.627], [-2.295, -3.691, -0.499], [-2.822, 0.969, -2.943], [0.598, -3.172, -1.588], [-4.039, -0.663, 2.865], [0.108, -4.628, -0.708], [-2.386, 0.606, -0.874], [0.369, -3.325, 2.144], [5.424, 0.903, -1.803], [1.459, -3.651, -0.110]],
  "total_charge": 1,
  "gap_ev": [9.69, 7.26],
  "multiplicity": 2,
  "e_tot_ha": -3258.30429,
  "homo_energy_ha": [-0.420, -0.430],
  "lumo_ev": [-1.7, -4.4]
}

{
  "formula": "C5H6AgLiO4",
  "method": "ωB97M-V/def2-TZVPD",
  "symbols": ["H", "C", "H", "O", "C", "C", "H", "C", "H", "O", "Li", "H", "O", "C", "H", "O", "Ag"],
  "xyz": [[-2.660, -1.628, 0.499], [-2.670, -1.153, -0.486], [-3.084, -0.141, -0.458], [-2.999, -2.529, -2.479], [0.072, 0.395, 0.143], [2.094, 1.350, 1.032], [-0.378, -0.467, -1.832], [-3.198, -1.941, -1.486], [-0.311, 0.235, 1.164], [1.507, 0.457, 0.213], [3.426, -0.185, -0.275], [-0.310, 1.362, -0.212], [3.364, 1.302, 0.956], [-0.310, -0.718, -0.771], [0.170, -1.680, -0.569], [1.462, 2.121, 1.758], [3.825, 3.221, 2.802]],
  "total_charge": 1,
  "gap_ev": [4.80, 6.83],
  "multiplicity": 2,
  "e_tot_ha": -649.26610,
  "homo_energy_ha": [-0.371, -0.446],
  "lumo_ev": [-5.3, -5.3]
}

Repeat the second record exactly.
{
  "formula": "C6H12O",
  "method": "ωB97M-V/def2-TZVPD",
  "symbols": ["H", "C", "O", "H", "C", "H", "C", "H", "C", "C", "H", "H", "H", "H", "H", "C", "H", "H", "H"],
  "xyz": [[0.879, 2.655, -1.677], [-1.061, -0.318, 2.330], [-0.390, 0.609, 0.272], [-0.774, 2.613, -1.024], [-0.339, -1.796, 0.280], [1.402, -1.032, -1.509], [0.248, 0.747, -0.873], [-0.414, 1.883, -2.592], [-0.026, 2.038, -1.577], [1.499, -0.024, -1.079], [1.963, -0.167, -0.083], [-0.456, 0.268, 3.035], [-0.896, -2.557, 0.838], [0.656, -2.212, 0.062], [-0.818, -1.647, -0.709], [-0.392, -0.496, 1.000], [2.185, 0.541, -1.721], [-1.234, -1.296, 2.791], [-2.032, 0.192, 2.237]],
  "gap_ev": [7.62, 7.54],
  "multiplicity": 1,
  "e_tot_ha": -310.94049,
  "homo_energy_ha": [-0.242, -0.240],
  "lumo_ev": [1.0, 1.0]
}